Entry 1:
Below is C16H31AsN2O14P2ScSi3 as an isolated structure, with properties calculated with wB97M-V/def2-TZVPD.

Last column: Mulliken charge in e.
Geometry (Å):
Sc 0.934 -0.643 -2.276  0.596
O 1.207 -3.053 -1.916  -0.391
P 0.488 -3.241 -3.408  0.966
O -0.031 -4.576 -3.669  -0.778
O -0.377 -2.001 -3.296  -0.155
O 1.731 -2.895 -4.391  -0.417
P 2.540 -1.483 -4.413  0.972
O 3.096 -1.554 -2.881  -0.441
O 3.556 -1.443 -5.453  -0.761
O 1.488 -0.373 -4.247  -0.413
H 2.093 -3.435 -1.859  0.290
H 3.740 -0.829 -2.627  0.397
O 4.355 0.321 -1.550  -0.830
C 3.337 0.775 -1.033  0.140
O 2.179 0.785 -1.615  -0.488
C 3.360 1.377 0.335  0.477
C 4.447 2.151 0.761  -0.716
C 4.347 2.829 1.954  -0.378
C 3.217 2.799 2.781  -0.616
C 2.176 1.997 2.375  0.284
C 2.271 1.264 1.172  0.024
O 1.186 0.508 0.905  -0.289
N 0.942 1.744 2.948  0.781
O 0.531 2.702 3.883  -0.477
O 0.981 0.580 5.600  -0.582
N 5.482 3.664 2.376  1.030
O 5.382 4.266 3.429  -0.646
O 6.462 3.709 1.657  -0.641
H 5.329 2.238 0.146  0.595
H 3.166 3.388 3.682  0.646
C -0.691 -3.256 1.119  -0.726
Si -2.080 -2.419 0.165  0.388
C -3.578 -2.169 1.281  -1.092
C -2.637 -3.568 -1.200  -0.871
As -1.228 -0.327 -0.472  0.290
Si -0.243 1.161 1.620  -0.130
C -1.478 0.375 2.778  -1.013
C -0.751 2.786 0.853  -1.040
C 1.467 0.026 4.638  0.197
Si -2.892 0.644 -1.781  0.604
C -2.033 1.992 -2.768  -1.126
C -4.273 1.380 -0.735  -1.108
C -3.639 -0.591 -2.976  -1.079
H -1.021 -4.216 1.525  0.406
H -0.334 -2.641 1.947  0.040
H 0.151 -3.442 0.449  0.133
H -4.000 -3.144 1.544  0.394
H -4.357 -1.604 0.763  0.227
H -3.338 -1.642 2.204  0.309
H -2.947 -4.509 -0.733  0.381
H -1.859 -3.800 -1.924  0.105
H -3.491 -3.171 -1.749  0.232
H -2.472 0.454 2.338  0.377
H -1.456 0.897 3.738  0.424
H -1.282 -0.682 2.958  0.181
H -1.740 2.746 0.400  0.181
H -0.038 3.059 0.070  0.238
H -0.739 3.571 1.613  0.424
H 0.924 -0.761 4.090  0.102
H 0.585 2.236 4.740  0.355
H 2.508 0.204 4.326  0.205
H -1.460 2.671 -2.134  0.297
H -2.749 2.583 -3.346  0.390
H -1.344 1.534 -3.485  0.287
H -3.901 2.048 0.043  0.288
H -4.842 0.587 -0.244  0.290
H -4.966 1.949 -1.362  0.409
H -2.860 -1.173 -3.472  0.223
H -4.228 -0.073 -3.738  0.397
H -4.305 -1.284 -2.456  0.229

Values from the calculation:
LUMO: 1.7536 eV
Spin multiplicity: 1
Orbital gap: 7.7 eV
DFT total energy: -6339.4392 Eh
Relative energy (zero: lowest compared OMol25 entry of this formula, charge and spin): 11.0 kJ/mol
Total charge: -1
Highest occupied orbital energy: -5.9 eV

=====

Entry 2:
Below is C3H4N4 as an isolated structure in a non-equilibrium geometry, with properties calculated with wB97M-V/def2-TZVPD.

Last column: Mulliken charge in e.
Geometry (Å):
C 1.488 0.837 0.082  -0.642
C 1.622 -0.762 -0.002  -0.385
C 0.144 0.661 -0.124  0.512
H 1.601 1.478 1.083  0.221
H 2.375 1.189 -0.577  0.261
H 1.799 -1.308 0.958  0.260
H 1.894 -1.277 -1.083  0.264
N 0.228 -0.608 -0.124  0.364
N -1.113 -1.100 0.192  -0.362
N -1.804 -0.065 -0.079  -0.110
N -1.196 1.131 -0.007  -0.382

Values from the calculation:
LUMO: 0.6361 eV
Spin multiplicity: 1
Orbital gap: 10.4 eV
DFT total energy: -335.5410 Eh
Relative energy (zero: lowest compared OMol25 entry of this formula, charge and spin): 610.1 kJ/mol
Highest occupied orbital energy: -9.7 eV

=====

Entry 3:
Below is an isolated molecule of C5H9NO2 in a non-equilibrium geometry, with properties calculated with wB97M-V/def2-TZVPD.

Last column: Mulliken charge in e.
Geometry (Å):
C 0.619 0.193 -0.762  1.197
C -0.755 0.369 -1.324  -1.474
C 1.535 -0.746 -1.477  -1.368
C 0.979 0.523 0.728  -0.058
C -1.846 -0.225 2.479  -0.276
O 1.211 1.425 -0.354  -0.509
N -0.698 -0.430 1.939  -0.419
O -0.141 0.805 1.580  -0.131
H 1.865 0.131 1.212  0.440
H -0.700 0.779 -2.338  0.367
H 1.019 -1.684 -1.707  0.322
H -1.370 1.058 -0.736  0.337
H -1.280 -0.591 -1.369  0.341
H 1.877 -0.305 -2.419  0.301
H 2.412 -0.999 -0.873  0.366
H -2.443 -1.082 2.822  0.278
H -2.286 0.778 2.598  0.286

Values from the calculation:
LUMO: 0.9906 eV
Spin multiplicity: 1
Orbital gap: 10.6 eV
DFT total energy: -401.0359 Eh
Relative energy (zero: lowest compared OMol25 entry of this formula, charge and spin): 369.9 kJ/mol
Structure (SMILES): C=NO[C@@H]1OC1(C)C
Highest occupied orbital energy: -9.6 eV

=====

Entry 4:
Below is a 2-piece molecular cluster, C11H15N overall in a non-equilibrium geometry, with properties calculated with wB97M-V/def2-TZVPD.

Last column: Mulliken charge in e.
Geometry (Å):
C 0.466 -1.814 2.918  -1.394
C -0.795 -0.443 -0.297  0.093
C 0.041 -1.342 0.398  0.586
C -0.054 -0.988 1.786  0.468
C -1.112 -0.101 1.891  -0.832
C -0.747 -1.608 -2.373  -0.681
C -1.169 -0.512 -1.654  -0.437
C 0.249 -2.427 -1.749  -0.322
C 0.679 -2.286 -0.463  -0.696
N -1.516 0.266 0.630  0.096
H -0.898 -1.776 -3.428  0.357
H -1.886 0.152 -2.122  0.398
H 0.812 -3.097 -2.389  0.341
H 1.420 -2.963 -0.059  0.389
H -2.319 0.867 0.560  0.201
H -1.602 0.313 2.755  0.396
H -0.100 -1.654 3.838  0.377
H 1.524 -1.616 3.099  0.284
H 0.317 -2.885 2.767  0.354
C 0.142 3.114 -1.042  -0.563
C 1.594 2.930 -0.479  -0.715
H 0.319 3.657 -1.968  0.338
H -0.370 2.179 -1.254  -0.026
H -0.543 3.642 -0.385  0.280
H 2.174 2.479 -1.273  0.286
H 1.484 2.099 0.231  0.105
H 1.890 3.814 0.064  0.317

Values from the calculation:
LUMO: 0.8803 eV
Spin multiplicity: 1
Orbital gap: 8.8 eV
DFT total energy: -482.8765 Eh
Relative energy (zero: lowest compared OMol25 entry of this formula, charge and spin): 101.4 kJ/mol
Structure (SMILES): Cc1c[nH]c2ccccc12.CC
Highest occupied orbital energy: -7.9 eV